Record 1
Molecular formula: C3H4N2O2S
Method: DFT, ωB97M-V/def2-TZVPD

The calculation puts the gap between HOMO and LUMO (alpha / beta) at 0.282 / 0.282 Ha. As for the relative energy (zero: lowest compared OMol25 entry of this formula, charge and spin): 127.1 kcal per mole. The value obtained for the HOMO energy (alpha / beta) is -8.1 / -8.1 eV.

Element x y z (Å)
C 0.326 -1.234 0.124
C -0.479 -0.010 0.012
C 0.375 1.279 -0.061
N 1.675 -0.904 0.056
N -1.872 0.049 0.040
O -2.462 -1.017 -0.076
O -2.347 1.201 0.059
S 2.066 0.759 0.056
H 0.072 -2.209 0.119
H 0.302 1.705 -1.132
H -0.099 1.861 0.813
H 2.443 -1.483 -0.010

***

Record 2
Molecular formula: C4H6MnO5
Method: DFT, ωB97M-V/def2-TZVPD

The calculation puts the gap between HOMO and LUMO (alpha / beta) at 0.225 / 0.168 Ha. The spin multiplicity is 7. As for the relative energy (zero: lowest compared OMol25 entry of this formula, charge and spin): 80.1 kcal per mole. The value obtained for the HOMO energy (alpha / beta) is -12.7 / -12.7 eV. As for the net charge: +1.

Element x y z (Å)
H -1.080 1.236 1.669
O -0.483 0.469 -0.173
O -3.017 1.246 -0.731
C -1.396 0.518 0.891
C -2.752 0.937 0.404
H -1.509 -0.461 1.389
H -3.529 0.917 1.200
O 1.366 0.976 1.157
C 0.814 0.206 0.197
O 1.650 0.491 -0.894
Mn 2.949 1.429 0.186
O 1.030 -1.112 0.473
C 1.469 -1.496 -1.216
H 0.854 -2.406 -1.209
H 1.115 -1.163 -2.201
H 2.520 -1.786 -1.141

***

Record 3
Molecular formula: C3H3NO2
Method: DFT, ωB97M-V/def2-TZVPD

The calculation puts the gap between HOMO and LUMO at 0.326 Ha. As for the relative energy (zero: lowest compared OMol25 entry of this formula, charge and spin): 110.5 kcal per mole. The value obtained for the HOMO energy is -8.5 eV.

Element x y z (Å)
O -0.843 0.202 1.713
C -0.909 -0.171 0.457
C -0.096 -1.320 0.072
O 0.787 -1.442 -0.758
C 1.075 1.329 -1.298
N 0.395 1.432 -0.373
H -1.516 0.888 1.840
H -0.605 -2.219 0.502
H 1.712 1.300 -2.155

***

Record 4
Molecular formula: C5H11N3
Method: DFT, ωB97M-V/def2-TZVPD

The calculation puts the gap between HOMO and LUMO at 0.352 Ha. As for the relative energy (zero: lowest compared OMol25 entry of this formula, charge and spin): 52.9 kcal per mole. The value obtained for the HOMO energy is -8.7 eV.

Element x y z (Å)
C -0.315 0.009 0.292
C 0.646 -0.882 -0.331
C -1.453 0.504 -0.556
C 0.874 1.396 0.510
N 0.985 1.910 1.776
C -0.280 -2.376 -0.430
N 1.406 1.876 -0.529
N -0.743 -2.747 -1.531
H -0.616 -0.303 1.294
H 0.375 1.582 2.504
H 1.421 2.813 1.913
H 1.907 2.760 -0.402
H -1.098 -3.705 -1.574
H 0.891 -0.650 -1.361
H 1.498 -1.134 0.293
H -0.329 -2.951 0.511
H -1.053 1.204 -1.294
H -1.902 -0.314 -1.120
H -2.214 1.009 0.037

***

Record 5
Molecular formula: C3H6ClNOS
Method: DFT, ωB97M-V/def2-TZVPD

The calculation puts the gap between HOMO and LUMO at 0.332 Ha. As for the relative energy (zero: lowest compared OMol25 entry of this formula, charge and spin): 42.3 kcal per mole. The value obtained for the HOMO energy is -8.8 eV.

Element x y z (Å)
C 1.620 -0.992 2.190
C -1.719 0.887 -0.831
C -0.266 1.094 -0.974
N 0.647 0.199 -0.997
O 2.215 0.022 1.849
S 0.301 -1.403 -1.464
Cl -0.134 -0.787 1.904
H -2.103 1.234 0.136
H -2.233 1.368 -1.677
H -1.937 -0.151 -0.824
H 0.016 2.158 -0.688
H 1.994 -1.817 2.786
H 1.599 -1.812 -1.410

***

Record 6
Molecular formula: C25H51BClF4K2N6O11PS
Method: DFT, ωB97M-V/def2-TZVPD

The calculation puts the gap between HOMO and LUMO at 0.083 Ha. The value obtained for the HOMO energy is -4.7 eV.

Element x y z (Å)
C 1.669 6.790 2.309
O 0.733 7.817 2.055
C -0.331 7.348 1.288
N 0.031 7.213 -0.110
C 0.331 6.041 -0.689
N 0.733 5.775 -1.960
C 0.908 4.394 -1.966
C 1.367 3.624 -3.140
C 0.319 2.575 -3.566
O -0.828 2.779 -3.282
O 0.638 1.476 -4.295
C 1.987 1.075 -4.308
C 2.677 0.584 -3.060
O 2.565 1.090 -5.356
N 0.632 3.841 -0.718
P 0.725 2.191 -0.060
N 0.071 1.141 -0.926
O 2.360 1.885 0.195
O 0.050 2.210 1.399
N 0.265 4.890 0.057
H 2.129 6.392 1.396
H 1.145 5.961 2.797
H 2.443 7.150 2.972
H -1.109 8.101 1.289
H -0.787 6.435 1.670
H 0.056 8.049 -0.662
H 2.363 3.226 -2.917
H 1.481 4.322 -3.963
H 2.737 -0.497 -3.000
H 2.246 1.014 -2.167
H 3.696 0.959 -3.111
H -0.691 0.649 -0.462
H 2.867 2.659 -0.046
H -0.912 2.242 1.225
H 0.026 4.715 1.017
C 3.840 -2.202 0.376
O 3.561 -2.627 -0.954
C 3.944 -3.972 -1.203
C 2.757 -4.908 -1.139
O 2.210 -4.975 0.173
C 1.051 -4.169 0.333
H 3.281 -1.286 0.557
H 3.545 -2.946 1.118
H 4.909 -1.994 0.475
H 4.725 -4.288 -0.506
H 4.360 -4.006 -2.214
H 3.090 -5.910 -1.398
H 1.990 -4.609 -1.862
H 0.185 -4.653 -0.129
H 1.183 -3.174 -0.096
H 0.862 -4.065 1.401
C 1.054 -9.365 -4.054
C 2.176 -10.311 -3.605
C 3.509 -9.666 -4.008
S 3.224 -7.891 -4.019
O 3.358 -7.411 -5.370
O 3.938 -7.284 -2.926
C 1.483 -7.970 -3.611
H 0.094 -9.643 -3.623
H 0.957 -9.398 -5.142
H 2.138 -10.430 -2.521
H 2.071 -11.301 -4.046
H 4.302 -9.894 -3.301
H 3.811 -9.961 -5.011
H 0.952 -7.171 -4.122
H 1.391 -7.853 -2.532
C -5.117 -0.879 3.076
C -5.196 0.294 2.087
C -6.494 1.100 2.343
C -6.497 1.933 3.637
C -5.096 2.377 4.079
C -4.047 2.419 2.952
N -3.975 1.121 2.342
O -3.051 1.109 1.406
C -2.706 2.708 3.632
C -4.348 3.572 1.987
C -5.319 -0.300 0.692
H -4.222 -1.470 2.885
H -5.983 -1.538 2.974
H -5.078 -0.540 4.118
H -6.665 1.773 1.498
H -7.351 0.429 2.347
H -7.141 2.808 3.477
H -6.962 1.369 4.448
H -5.157 3.349 4.569
H -4.756 1.692 4.856
H -2.422 1.888 4.289
H -2.767 3.619 4.240
H -1.909 2.851 2.907
H -4.360 4.529 2.527
H -5.314 3.472 1.482
H -3.586 3.652 1.214
H -6.229 -0.909 0.646
H -4.422 -1.012 0.382
H -5.399 0.482 -0.069
K 3.329 4.607 -0.243
Cl -2.815 -1.578 -0.207
B 6.631 1.940 2.523
F 8.014 1.781 2.530
F 6.212 2.628 3.677
F 6.255 2.711 1.385
F 5.995 0.696 2.450
K -6.594 4.533 3.915